# C23H25FeN2OS

C23H25FeN2OS as an isolated structure (ωB97M-V/def2-TZVPD, OMol25).

Last column: Mulliken charge in e.
Positions of all 53 atoms, in Å:
C: 1.87698 0.00207 0.87937  -0.413
C: 2.13773 -0.69402 -0.34955  -1.190
C: 1.91483 0.21424 -1.43126  0.154
H: 2.55211 -1.68295 -0.43350  0.634
C: 1.45047 1.43470 -0.88576  0.177
C: 1.46783 1.32518 0.54388  -1.485
H: 1.29739 2.35213 -1.42758  0.588
C: -1.22784 -2.07127 1.24132  -0.804
C: -0.01624 -2.54656 0.69896  -0.524
C: 0.00550 -2.24851 -0.71544  -0.778
H: 0.76237 -3.09976 1.21844  0.532
C: -1.28663 -1.72192 -1.04950  -0.288
C: -2.00459 -1.52050 0.18441  -0.329
H: 2.08469 -0.00216 -2.48199  0.359
H: 1.35024 2.15155 1.22752  0.614
H: 2.05523 -0.37411 1.88517  0.448
H: -3.00432 -1.08911 0.23960  0.485
H: 0.71701 -2.62613 -1.44188  0.662
H: -1.53896 -2.14731 2.27943  0.509
Fe: 0.12059 -0.13730 -0.30592  -0.186
C: -1.75596 -1.47126 -2.46578  2.738
C: -3.27205 -1.32601 -2.55632  -2.387
C: -1.28215 -2.60264 -3.36394  -1.940
H: -3.70988 -2.26833 -2.22188  0.421
H: -3.56857 -1.19761 -3.60051  0.495
H: -3.65594 -0.48563 -1.96745  0.442
H: -1.67307 -3.53846 -2.97337  0.419
H: -0.18993 -2.68108 -3.43765  0.345
H: -1.67297 -2.49013 -4.38037  0.459
C: -0.98628 -0.18470 -2.86526  1.138
C: -1.68795 1.11286 -2.87556  -0.224
H: -0.46649 -0.31970 -3.81250  -0.502
H: -0.19169 -0.00876 -2.11829  0.025
O: -2.09993 1.55536 -1.80705  -0.645
N: -1.65181 1.80597 -4.10768  -0.213
C: -0.45937 2.68114 -4.17122  -1.040
H: -2.50209 2.32180 -4.26822  0.413
C: 0.81117 1.93987 -4.55059  0.723
C: 2.02088 2.55199 -4.21834  -0.446
H: 1.97907 3.52215 -3.72370  0.416
C: 3.24627 1.98189 -4.56037  -0.637
H: 4.17007 2.50968 -4.31000  0.366
C: 3.27041 0.75417 -5.23108  -0.430
H: 4.23012 0.31306 -5.50931  0.377
C: 2.07383 0.11480 -5.56861  -0.707
H: 2.09326 -0.84430 -6.09558  0.402
C: 0.85111 0.73313 -5.26595  -0.116
H: -0.06752 0.27181 -5.61887  0.531
H: -0.35422 3.07958 -3.15407  0.340
H: -0.65478 3.53811 -4.83074  0.512
S: -1.30019 1.21223 0.72806  -0.246
C: -1.13843 0.99510 2.39574  0.464
N: -1.11951 0.90578 3.57325  -0.660

Calculated values
**HOMO level (alpha / beta)**: -0.257 / -0.288 hartree
**Expectation value of S²**: 8.80
**LUMO level (alpha / beta)**: 0.4 / -1.9 eV
**2S+1**: 6
**Charge**: 0

***

# C2H6NO2

A 2-piece molecular cluster, C2H6NO2 overall (ωB97M-V/def2-TZVPD, OMol25).

Last column: Mulliken charge in e.
Positions of all 11 atoms, in Å:
C: 0.02805 2.14118 -0.37589  -0.496
O: -0.34868 1.04790 -1.16525  -0.583
H: 0.92851 1.91688 0.19838  0.222
H: 0.01913 3.01167 -1.04386  0.221
H: -0.81435 2.36225 0.31338  0.186
C: 0.00876 -2.50756 0.46280  -0.027
N: -0.24329 -1.18908 0.56818  -0.599
O: 0.71127 -3.27097 1.13258  -0.683
H: -0.83506 -2.88037 -0.21371  0.269
H: -0.00794 0.15514 -0.95984  0.386
H: 0.55359 -0.78703 1.08324  0.103

Calculated values
**HOMO level**: -0.130 hartree
**LUMO level**: 4.0 eV
**Charge**: -1

***

# C8H16

C8H16 as an isolated structure (ωB97M-V/def2-TZVPD, OMol25).

Last column: Mulliken charge in e.
Positions of all 24 atoms, in Å:
C: -0.25923 0.25667 0.37761  1.615
C: 0.97472 -0.20522 -0.13480  -1.657
C: 0.28229 -1.92650 -0.70773  -0.400
C: -1.33565 0.70061 -0.57630  -1.462
C: -0.76162 -0.28368 1.69054  -1.451
C: 0.77029 -2.16873 -2.11734  -1.225
C: 0.77359 2.00769 0.86475  -0.073
C: 0.06869 2.96934 1.43808  -0.739
H: 1.32624 0.25088 -1.05235  0.483
H: 1.73696 -0.48639 0.58118  0.417
H: 1.82761 2.18170 0.64774  0.235
H: -0.79145 -2.08673 -0.62885  0.339
H: 0.75958 -2.56794 0.03112  0.334
H: -1.19641 0.53746 2.26155  0.368
H: -1.54573 -1.02514 1.53603  0.343
H: -1.89843 1.51591 -0.12120  0.390
H: -0.92049 1.04472 -1.52091  0.348
H: -2.04400 -0.10761 -0.76364  0.359
H: 0.03925 -0.71834 2.28555  0.355
H: 0.52399 -3.17702 -2.46662  0.375
H: 1.85404 -2.05470 -2.18458  0.312
H: 0.31594 -1.45571 -2.80950  0.277
H: 0.49252 3.93370 1.71590  0.279
H: -0.99270 2.86505 1.65378  0.176

Calculated values
**HOMO level**: -0.283 hartree
**LUMO level**: 0.9 eV
**Charge**: 0

***

Record-wise relative energy (zero: lowest compared OMol25 entry of this formula, charge and spin) values, in kcal per mole: 46.5, 42.7, 86.1
Record-wise DFT total energy values, in eV: -74502.442, -7756.416, -8551.376
Record-wise largest force on an atom values, in eV/A: 2.97, 3.22, 6.49